# C48H76N13O5P

11 unconnected molecules or ions with the total composition C48H76N13O5P (ωB97M-V with the def2-TZVPD basis set, the OMol25 dataset).

Last columns: bonded neighbours and bond lengths (Å).
CARTESIAN COORDINATES (ANGSTROEM)
1 O 4.1459 4.6512 -1.2662  P2 1.512
2 P 3.5889 3.2595 -1.4617  O1 1.512, N3 1.624, N6 1.587, N9 1.701
3 N 3.7367 2.1006 -0.3344  P2 1.624, C4 1.505, C5 1.460
4 C 3.0516 2.2888 0.9922  N3 1.505, H12 1.051, H13 1.098, H14 1.145
5 C 4.8806 1.1975 -0.2415  N3 1.460, H15 1.095, H16 1.112, H17 1.048
6 N 4.1289 2.5856 -2.7932  P2 1.587, C7 1.422, C8 1.520
7 C 5.0995 3.1407 -3.6718  N6 1.422, H18 1.091, H19 1.098, H20 1.101
8 C 3.6556 1.2270 -3.2831  N6 1.520, H21 1.058, H22 1.114, H23 1.122
9 N 1.9169 3.5691 -1.5142  P2 1.701, C10 1.445, C11 1.479
10 C 1.7028 4.7677 -2.2925  N9 1.445, H24 1.141, H25 1.084, H26 1.071
11 C 0.8763 2.5385 -1.7163  N9 1.479, H27 1.113, H28 1.114, H29 1.143
12 H 3.0126 1.4022 1.5557  C4 1.051
13 H 2.0792 2.7480 0.7715  C4 1.098
14 H 3.5883 3.1433 1.5328  C4 1.145
15 H 5.2612 1.1899 -1.2687  C5 1.095
16 H 4.5073 0.1730 -0.0218  C5 1.112
17 H 5.6809 1.4479 0.3864  C5 1.048
18 H 5.5429 4.0990 -3.3973  C7 1.091
19 H 5.9551 2.4838 -3.8750  C7 1.098
20 H 4.6570 3.3609 -4.6557  C7 1.101
21 H 2.7699 0.9695 -2.7647  C8 1.058
22 H 3.2985 1.3482 -4.3309  C8 1.114
23 H 4.4438 0.4328 -3.2004  C8 1.122
24 H 1.8008 4.4826 -3.3926  C10 1.141
25 H 0.7189 5.1872 -2.1159  C10 1.084
26 H 2.4229 5.5012 -1.9921  C10 1.071
27 H 0.9781 2.2945 -2.7979  C11 1.113
28 H -0.1719 2.8388 -1.4885  C11 1.114
29 H 1.0881 1.6578 -1.0191  C11 1.143
30 C -3.9654 -4.3875 -4.4945  C31 1.512, H35 1.126, H36 1.106, H37 1.053
31 C -4.1883 -3.0253 -3.8784  C30 1.512, O32 1.225, N33 1.355
32 O -3.9602 -2.0194 -4.5394  C31 1.225
33 N -4.7500 -3.0195 -2.6454  C31 1.355, C34 1.436, H38 1.020
34 C -4.6893 -4.1426 -1.7521  N33 1.436, H39 1.089, H40 1.122, H41 1.067
35 H -4.8690 -5.0442 -4.3499  C30 1.126
36 H -3.2444 -5.0659 -4.0008  C30 1.106
37 H -3.7408 -4.2782 -5.5179  C30 1.053
38 H -4.7580 -2.1488 -2.1132  N33 1.020
39 H -5.1604 -3.8806 -0.8054  C34 1.089
40 H -3.6484 -4.5384 -1.6119  C34 1.122
41 H -5.2895 -4.9809 -2.0257  C34 1.067
42 C 4.6794 0.9215 4.6408  C43 1.515, H47 1.095, H48 1.101, H49 1.121
43 C 4.7681 -0.5307 4.2171  C42 1.515, O44 1.216, N45 1.363
44 O 4.7248 -1.4623 4.9971  C43 1.216
45 N 4.7453 -0.7411 2.8711  C43 1.363, C46 1.490, H50 1.014
46 C 4.5726 -2.1413 2.3916  N45 1.490, H51 1.100, H52 1.115, H53 1.087
47 H 5.3376 1.5838 4.0682  C42 1.095
48 H 4.8482 0.9810 5.7276  C42 1.101
49 H 3.6419 1.2905 4.4301  C42 1.121
50 H 4.3966 -0.0587 2.2066  N45 1.014
51 H 4.4191 -2.0328 1.3080  C46 1.100
52 H 3.6223 -2.5483 2.8081  C46 1.115
53 H 5.4381 -2.7649 2.6009  C46 1.087
54 C -2.0778 -0.5840 -1.7069  C55 1.529, H59 1.090, H60 1.158, H61 1.084
55 C -0.9011 -0.4063 -0.7476  C54 1.529, O56 1.225, N57 1.348
56 O -1.0733 0.2289 0.2861  C55 1.225
57 N 0.2328 -1.0802 -1.0240  C55 1.348, C58 1.441, H62 1.038
58 C 1.3836 -0.8325 -0.1921  N57 1.441, H63 1.127, H64 1.090, H65 1.091
59 H -1.9687 -1.4225 -2.3946  C54 1.090
60 H -2.1437 0.3700 -2.3591  C54 1.158
61 H -2.9974 -0.7024 -1.1453  C54 1.084
62 H 0.3048 -1.5751 -1.9336  N57 1.038
63 H 2.2187 -0.2481 -0.6735  C58 1.127
64 H 1.7459 -1.7656 0.2405  C58 1.090
65 H 1.2489 -0.0889 0.5951  C58 1.091
66 C -1.5717 3.3633 0.7945  C67 1.483, H71 1.099, H72 1.084, H73 1.114
67 C -2.0990 3.2860 2.1787  C66 1.483, O68 1.238, N69 1.334
68 O -1.7761 4.0741 3.0773  C67 1.238
69 N -2.8625 2.2119 2.3871  C67 1.334, C70 1.440, H74 0.981
70 C -3.5057 1.8779 3.6312  N69 1.440, H75 1.094, H76 1.053, H77 1.094
71 H -2.1697 3.9771 0.1067  C66 1.099
72 H -1.4561 2.3364 0.4656  C66 1.084
73 H -0.6285 3.9552 0.7750  C66 1.114
74 H -3.0328 1.5755 1.6598  N69 0.981
75 H -2.7750 1.7149 4.4282  C70 1.094
76 H -4.1185 1.0434 3.4412  C70 1.053
77 H -4.1317 2.7102 3.9650  C70 1.094
78 N -7.1244 0.0080 -0.8867  C79 1.316, C83 1.331
79 C -7.8372 -0.7987 -1.6433  N78 1.316, C80 1.411, H84 1.090
80 C -7.5773 -1.0078 -3.0140  C79 1.411, C81 1.365, H85 1.069
81 C -6.4630 -0.4480 -3.5690  C80 1.365, C82 1.378, H86 1.101
82 C -5.6380 0.2621 -2.7244  C81 1.378, C83 1.381, H87 1.107
83 C -5.9966 0.4836 -1.4097  N78 1.331, C82 1.381, H88 1.035
84 H -8.7537 -1.2642 -1.2799  C79 1.090
85 H -8.2693 -1.5618 -3.6123  C80 1.069
86 H -6.1640 -0.5888 -4.6195  C81 1.101
87 H -4.6630 0.6568 -3.0693  C82 1.107
88 H -5.4511 1.0898 -0.7731  C83 1.035
89 N 2.2055 -5.8590 -0.3778  C90 1.320, C94 1.321
90 C 1.9730 -4.7793 0.3456  N89 1.320, C91 1.406, H95 1.099
91 C 0.6627 -4.3342 0.5912  C90 1.406, C92 1.372, H96 1.084
92 C -0.4329 -4.9100 -0.0019  C91 1.372, C93 1.423, H97 1.096
93 C -0.1280 -5.9306 -0.9452  C92 1.423, C94 1.380, H98 1.052
94 C 1.1675 -6.4051 -0.9855  N89 1.321, C93 1.380, H99 1.089
95 H 2.8532 -4.3526 0.8471  C90 1.099
96 H 0.5065 -3.5122 1.2811  C91 1.084
97 H -1.4834 -4.5982 -0.0023  C92 1.096
98 H -0.8675 -6.4041 -1.5246  C93 1.052
99 H 1.3602 -7.3267 -1.5326  C94 1.089
100 N 1.5190 0.3383 3.2037  C101 1.293, C105 1.352
101 C 0.8479 1.4013 3.5073  N100 1.293, C102 1.394, H106 1.094
102 C 0.1237 1.6074 4.6808  C101 1.394, C103 1.381, H107 1.089
103 C 0.1093 0.5847 5.6086  C102 1.381, C104 1.395, H108 1.135
104 C 0.7752 -0.5951 5.2769  C103 1.395, C105 1.345, H109 1.064
105 C 1.4149 -0.6718 4.0959  N100 1.352, C104 1.345, H110 1.125
106 H 0.7533 2.1493 2.7145  C101 1.094
107 H -0.2377 2.6143 4.8832  C102 1.089
108 H -0.4364 0.5814 6.6033  C103 1.135
109 H 0.6539 -1.4953 5.8314  C104 1.064
110 H 1.9671 -1.6308 3.8926  C105 1.125
111 N 4.4105 5.3840 2.3538  C112 1.299, C116 1.361
112 C 4.0276 5.2233 3.5842  N111 1.299, C113 1.388, H117 1.090
113 C 2.7221 5.1635 4.0526  C112 1.388, C114 1.346, H118 1.113
114 C 1.7726 5.4300 3.1363  C113 1.346, C115 1.403, H119 1.057
115 C 2.1189 5.6893 1.8022  C114 1.403, C116 1.373, H120 1.084
116 C 3.4299 5.5391 1.4223  N111 1.361, C115 1.373, H121 1.097
117 H 4.8558 5.0846 4.2794  C112 1.090
118 H 2.4384 4.8593 5.0850  C113 1.113
119 H 0.7412 5.4245 3.3656  C114 1.057
120 H 1.3563 5.8833 1.0570  C115 1.084
121 H 3.7867 5.4947 0.3859  C116 1.097
122 N -3.8941 -0.7968 1.6530  C123 1.335, C127 1.359
123 C -5.1778 -0.9895 1.9638  N122 1.335, C124 1.411, H128 1.087
124 C -5.6269 -1.7743 3.0475  C123 1.411, C125 1.347, H129 1.120
125 C -4.6813 -2.4291 3.7483  C124 1.347, C126 1.407, H130 1.089
126 C -3.3142 -2.1754 3.5304  C125 1.407, C127 1.391, H131 1.016
127 C -2.9592 -1.3441 2.4731  N122 1.359, C126 1.391, H132 1.086
128 H -5.8993 -0.4258 1.3782  C123 1.087
129 H -6.7099 -1.9689 3.2589  C124 1.120
130 H -4.9528 -3.0250 4.6184  C125 1.089
131 H -2.6315 -2.4977 4.2106  C126 1.016
132 H -1.9387 -1.1161 2.1794  C127 1.086
133 N 0.4791 -2.1967 -3.5403  C134 1.331, C138 1.344
134 C 0.1950 -1.5764 -4.6832  N133 1.331, C135 1.414, H139 1.093
135 C 0.6716 -1.9922 -5.9478  C134 1.414, C136 1.387, H140 1.095
136 C 1.5277 -3.0801 -6.0357  C135 1.387, C137 1.388, H141 1.074
137 C 1.7477 -3.7661 -4.8495  C136 1.388, C138 1.369, H142 1.088
138 C 1.2191 -3.3106 -3.6712  N133 1.344, C137 1.369, H143 1.095
139 H -0.5927 -0.8196 -4.6585  C134 1.093
140 H 0.3759 -1.3408 -6.7765  C135 1.095
141 H 2.0280 -3.4157 -6.9252  C136 1.074
142 H 2.4345 -4.6094 -4.8358  C137 1.088
143 H 1.4774 -3.8991 -2.7847  C138 1.095

Its calculated total energy is -3304.01229 Eh. The structure (SMILES) is CN(C)P(=O)(N(C)C)N(C)C.CNC(C)=O.CNC(C)=O.CNC(C)=O.CNC(C)=O.c1ccncc1.c1ccncc1.c1ccncc1.c1ccncc1.c1ccncc1.c1ccncc1. Its multiplicity is 1. The largest force on an atom is 4.15 eV/A. The value obtained for the HOMO energy is -8.5340 eV.

Löwdin population analysis, charges in e, atoms 1 to 2: atom 1 (O): -0.33, atom 2 (P): 0.49